1.
{"formula": "C31H48O2P2Y", "method": "ωB97M-V/def2-TZVPD", "elements": ["Y", "C", "C", "C", "C", "C", "C", "H", "H", "H", "C", "H", "H", "H", "C", "H", "H", "H", "C", "H", "H", "H", "C", "H", "H", "H", "C", "C", "C", "C", "C", "C", "C", "C", "H", "H", "H", "H", "H", "H", "H", "H", "H", "H", "H", "H", "P", "P", "C", "C", "H", "H", "H", "H", "C", "H", "H", "H", "C", "H", "H", "H", "C", "H", "H", "H", "C", "H", "H", "H", "O", "C", "O", "C", "C", "C", "C", "C", "C", "H", "H", "H", "H", "H"], "xyz": [[-1.777, 0.682, -0.691], [-0.465, 0.236, 1.489], [0.477, 0.496, 0.437], [-0.773, 2.421, 0.788], [-1.258, 1.413, 1.673], [0.288, 1.854, 0.006], [-0.388, -0.869, 2.474], [-0.177, -1.835, 1.991], [-1.332, -0.954, 3.036], [0.410, -0.692, 3.222], [-2.153, 1.634, 2.840], [-1.619, 1.445, 3.781], [-3.025, 0.969, 2.814], [-2.519, 2.666, 2.872], [-1.211, 3.846, 0.840], [-1.260, 4.228, 1.872], [-2.221, 3.955, 0.418], [-0.541, 4.510, 0.281], [1.136, 2.553, -0.999], [2.162, 2.743, -0.646], [0.702, 3.526, -1.264], [1.228, 1.948, -1.914], [1.649, -0.371, 0.155], [2.503, -0.127, 0.815], [2.007, -0.263, -0.880], [1.403, -1.424, 0.360], [0.427, -4.086, -1.723], [1.560, -4.056, -1.008], [2.827, -3.349, -1.409], [3.084, -3.428, -2.919], [2.959, -2.074, -3.540], [1.811, -1.382, -3.549], [0.540, -1.838, -2.925], [0.124, -3.341, -2.993], [3.660, -3.806, -0.849], [2.403, -4.146, -3.413], [2.779, -2.284, -1.109], [0.494, -3.809, -3.930], [-0.415, -4.704, -1.369], [1.633, -4.676, -0.114], [-0.985, -3.396, -3.058], [0.428, -1.476, -1.887], [1.814, -0.346, -3.908], [-0.259, -1.315, -3.477], [4.107, -3.788, -3.071], [3.866, -1.615, -3.950], [-1.183, -1.105, -5.559], [-1.336, 1.920, -5.575], [-1.610, -0.356, -7.221], [-2.055, 1.082, -7.119], [-2.379, -0.999, -7.666], [-0.713, -0.411, -7.860], [-1.657, 1.614, -7.997], [-3.153, 1.179, -7.124], [-1.840, 3.530, -6.308], [-1.351, 4.343, -5.772], [-2.927, 3.630, -6.238], [-1.549, 3.570, -7.363], [0.385, 1.970, -6.261], [0.360, 2.032, -7.355], [0.988, 1.106, -5.963], [0.849, 2.885, -5.876], [-2.626, -2.226, -5.377], [-2.773, -2.525, -4.333], [-2.470, -3.120, -5.989], [-3.523, -1.700, -5.721], [0.056, -2.186, -6.423], [-0.233, -2.291, -7.477], [0.114, -3.185, -5.988], [1.045, -1.704, -6.408], [-3.355, -0.464, 0.453], [-2.724, -1.572, 0.193], [-1.834, -1.561, -0.760], [-2.882, -2.759, 1.013], [-1.920, -3.781, 0.986], [-2.173, -4.938, 1.704], [-3.244, -5.003, 2.599], [-4.097, -3.910, 2.741], [-3.924, -2.778, 1.946], [-1.017, -3.635, 0.379], [-1.522, -5.818, 1.561], [-3.430, -5.909, 3.194], [-4.915, -3.933, 3.465], [-4.558, -1.902, 2.019]], "forces_ev_per_angstrom": [[-0.50, -1.09, -0.16], [0.57, 1.33, -0.48], [-0.51, 0.81, 1.07], [0.75, -0.50, 0.27], [1.19, -0.05, -0.02], [-0.16, -0.29, 0.93], [-0.33, -0.78, 0.25], [-0.08, 0.25, 0.25], [0.33, -0.12, -0.23], [-0.27, 0.06, -0.43], [-0.65, 0.05, 0.19], [-0.08, 0.02, -0.24], [0.11, 0.11, 0.07], [0.02, -0.23, 0.00], [-0.39, 0.50, -0.29], [0.07, -0.25, -0.35], [0.10, 0.28, 0.09], [-0.16, -0.20, 0.08], [0.15, 0.32, -0.56], [-0.32, -0.14, 0.04], [0.17, -0.27, -0.06], [0.08, 0.25, 0.05], [0.41, -0.44, -0.25], [-0.39, 0.10, -0.18], [-0.07, -0.15, 0.29], [0.09, 0.30, -0.29], [0.23, -0.75, 0.37], [-0.45, -0.34, -0.16], [-0.09, -0.12, 0.51], [0.60, -0.19, -0.34], [-0.43, 0.72, -0.57], [1.16, 0.03, 0.43], [-1.41, -0.09, -0.40], [-0.54, 0.49, 0.18], [-0.28, 0.23, -0.23], [0.53, 0.28, 0.38], [0.16, -0.59, -0.07], [-0.07, 0.17, 0.70], [0.61, 0.20, -0.07], [-0.22, 0.19, -0.06], [0.62, 0.30, -0.20], [0.28, -0.29, -0.16], [0.00, -0.33, -0.10], [0.30, -0.01, 0.36], [-0.22, -0.05, -0.11], [-0.35, -0.13, 0.04], [0.33, -0.14, -1.75], [-0.36, 0.41, -1.93], [-0.14, -0.12, 0.17], [-0.30, -0.13, 0.40], [0.21, 0.07, -0.16], [-0.37, 0.03, 0.36], [-0.35, 0.12, 0.39], [0.32, 0.04, 0.10], [0.08, 0.51, 0.42], [-0.18, 0.23, -0.04], [0.14, 0.15, 0.03], [-0.04, 0.11, 0.24], [0.21, 0.04, 0.44], [-0.01, -0.01, 0.23], [-0.05, 0.13, -0.02], [0.14, -0.20, -0.04], [-0.09, -0.22, 0.12], [0.01, 0.00, -0.20], [-0.21, 0.07, 0.06], [0.10, -0.14, 0.11], [0.24, -0.47, 0.22], [0.00, -0.20, 0.33], [0.23, 0.11, 0.05], [-0.26, -0.24, 0.14], [0.57, -1.01, -0.58], [0.78, 1.28, -0.67], [-0.93, 0.29, 0.78], [0.01, -0.04, 0.92], [-0.41, 0.15, -0.60], [0.55, -0.62, 0.14], [-0.20, -0.11, -0.06], [-0.26, 0.33, 0.14], [0.18, -0.51, -0.16], [-0.58, -0.31, 0.15], [-0.28, 0.64, 0.30], [0.18, 0.46, -0.37], [0.31, -0.06, -0.22], [-0.12, -0.23, 0.03]], "e_lumo_ha": -0.139, "multiplicity": 1, "charge": 1, "homo_ev": -10.34, "relative_energy_kj_mol": 0.0, "orbital_gap_ev": 6.571}

---

2.
{"formula": "C31H49BeO5PSe", "method": "ωB97M-V/def2-TZVPD", "elements": ["Be", "C", "C", "C", "C", "C", "C", "C", "Se", "C", "C", "C", "C", "C", "C", "O", "C", "C", "C", "C", "C", "C", "C", "C", "C", "O", "C", "C", "C", "C", "C", "C", "H", "H", "H", "H", "H", "H", "H", "H", "H", "H", "H", "H", "H", "H", "H", "H", "H", "H", "H", "H", "H", "H", "H", "H", "H", "H", "H", "H", "H", "H", "H", "H", "H", "H", "H", "H", "H", "H", "H", "H", "C", "O", "P", "O", "C", "O", "C", "H", "H", "H", "H", "H", "H", "H", "H", "H"], "xyz": [[0.280, 0.510, 2.199], [-3.256, 0.530, -3.868], [-4.188, 0.463, -2.650], [-5.197, -0.660, -2.882], [-4.957, 1.785, -2.534], [-3.357, 0.242, -1.387], [-2.370, 1.158, -1.033], [-1.606, 0.956, 0.097], [-0.219, 2.204, 0.551], [1.274, 1.388, -0.333], [1.571, 1.726, -1.644], [2.633, 1.116, -2.292], [3.347, 0.167, -1.564], [3.077, -0.212, -0.253], [2.008, 0.439, 0.398], [1.688, 0.185, 1.667], [3.963, -1.323, 0.343], [3.606, -1.766, 1.765], [3.855, -2.572, -0.547], [5.420, -0.837, 0.366], [3.029, 1.428, -3.733], [2.956, 0.148, -4.576], [2.105, 2.468, -4.366], [4.463, 1.972, -3.765], [-1.783, -0.159, 0.949], [-1.021, -0.289, 2.033], [-2.778, -1.092, 0.612], [-3.523, -0.849, -0.547], [-3.123, -2.374, 1.393], [-4.596, -2.306, 1.825], [-2.922, -3.584, 0.468], [-2.294, -2.634, 2.656], [-3.834, 0.682, -4.782], [-2.545, 1.354, -3.783], [-2.685, -0.394, -3.972], [-5.762, -0.459, -3.794], [-4.708, -1.629, -3.003], [-5.914, -0.741, -2.062], [-5.547, 1.960, -3.438], [-5.635, 1.768, -1.679], [-4.281, 2.632, -2.407], [-2.186, 2.032, -1.645], [0.962, 2.465, -2.146], [4.176, -0.325, -2.060], [2.571, -2.088, 1.854], [4.258, -2.603, 2.028], [3.773, -0.972, 2.492], [2.830, -2.946, -0.563], [4.155, -2.377, -1.577], [4.500, -3.363, -0.157], [5.510, 0.082, 0.949], [6.060, -1.596, 0.823], [5.804, -0.637, -0.636], [1.950, -0.275, -4.552], [3.212, 0.365, -5.616], [3.647, -0.615, -4.216], [1.069, 2.125, -4.393], [2.137, 3.420, -3.832], [2.421, 2.654, -5.394], [5.178, 1.245, -3.377], [4.754, 2.213, -4.791], [4.549, 2.878, -3.162], [-4.282, -1.575, -0.801], [-5.272, -2.219, 0.974], [-4.865, -3.211, 2.375], [-4.766, -1.448, 2.478], [-3.561, -3.542, -0.414], [-1.885, -3.641, 0.130], [-3.156, -4.507, 1.006], [-2.415, -1.844, 3.395], [-2.642, -3.575, 3.093], [-1.232, -2.726, 2.439], [-0.706, -0.495, 5.787], [0.453, 0.300, 5.488], [0.435, 1.345, 4.291], [-0.700, 2.350, 4.767], [-1.335, 3.273, 3.871], [1.758, 2.191, 4.548], [3.043, 1.555, 4.406], [-0.554, -0.908, 6.779], [-0.799, -1.303, 5.061], [-1.604, 0.121, 5.779], [-1.998, 3.881, 4.479], [-1.913, 2.732, 3.121], [-0.595, 3.907, 3.385], [3.767, 2.352, 4.264], [3.050, 0.903, 3.533], [3.271, 0.998, 5.312]], "forces_ev_per_angstrom": [[0.05, 0.03, 0.16], [0.02, 0.00, -0.03], [0.03, 0.00, 0.02], [-0.05, -0.05, -0.02], [-0.01, 0.03, 0.00], [0.02, 0.02, 0.02], [-0.05, 0.00, -0.08], [0.01, -0.12, 0.08], [0.00, 0.04, 0.00], [-0.01, -0.05, -0.04], [0.02, 0.02, -0.04], [0.01, 0.00, 0.02], [0.01, -0.05, 0.02], [0.02, 0.04, -0.09], [0.07, -0.15, 0.15], [-0.13, 0.07, -0.02], [-0.07, 0.02, 0.00], [0.04, 0.02, 0.04], [0.01, -0.02, -0.02], [0.04, -0.01, 0.00], [-0.02, 0.00, 0.03], [-0.01, -0.02, -0.03], [-0.01, 0.03, -0.02], [0.03, 0.02, -0.01], [0.02, -0.07, 0.09], [0.04, 0.16, -0.03], [-0.06, 0.05, -0.08], [0.00, -0.04, 0.03], [0.03, 0.06, -0.04], [-0.05, -0.03, 0.02], [0.00, -0.04, -0.02], [0.00, 0.00, 0.01], [0.00, 0.00, 0.00], [0.00, 0.00, 0.01], [-0.01, -0.01, 0.01], [0.01, 0.01, 0.00], [0.02, 0.01, 0.00], [0.01, 0.03, 0.01], [0.00, 0.01, 0.00], [0.00, -0.02, 0.00], [0.00, -0.01, 0.00], [0.02, 0.01, 0.02], [-0.02, 0.00, 0.03], [0.00, 0.01, -0.02], [0.00, -0.02, -0.03], [0.00, 0.00, 0.01], [-0.02, 0.02, 0.00], [0.00, 0.01, 0.01], [0.00, 0.01, 0.00], [0.00, 0.01, 0.01], [0.00, -0.01, 0.01], [0.00, 0.00, -0.01], [-0.02, 0.01, -0.01], [0.00, 0.01, 0.00], [0.01, 0.00, 0.00], [0.00, 0.01, 0.02], [0.01, -0.02, 0.00], [0.02, -0.01, 0.01], [-0.01, 0.01, 0.00], [-0.01, -0.01, 0.01], [0.00, 0.00, 0.00], [-0.02, 0.00, -0.01], [0.01, 0.01, -0.01], [0.01, 0.00, 0.00], [0.00, 0.00, 0.00], [0.01, 0.00, 0.00], [0.01, 0.01, 0.01], [0.00, 0.00, 0.01], [0.00, 0.00, 0.00], [-0.04, 0.02, -0.02], [0.02, 0.02, 0.02], [0.02, -0.01, -0.03], [0.06, -0.11, -0.15], [0.08, 0.05, 0.40], [0.04, -0.15, -0.79], [-0.12, 0.13, 0.23], [0.05, -0.08, -0.04], [-0.04, 0.01, 0.24], [0.00, 0.06, -0.11], [0.02, 0.01, 0.00], [-0.04, 0.03, 0.00], [-0.02, 0.00, 0.01], [0.00, 0.00, 0.00], [0.00, 0.01, -0.02], [-0.02, 0.03, -0.01], [0.00, 0.00, 0.04], [-0.01, -0.05, 0.01], [0.02, -0.03, -0.02]], "e_lumo_ha": 0.019, "multiplicity": 1, "homo_ev": -7.63, "orbital_gap_ev": 8.150}